The following is a DFT calculation (ωB97M-V/def2-TZVPD) of a cluster of 2 separate species, C2H9NOP in total.

Calculated values
- Energy above the lowest of the compared OMol25 structures with the same formula, charge and spin: 74.1 kJ/mol
- Max |F|: 4.77 eV/Å
- Total energy: -15038.4331 eV
- Total charge: +1
- LUMO energy: -4.37 eV
- Frontier orbital gap: 10.84 eV

Last column: Löwdin charge in e.
Geometry (Å):
C: 2.00 0.98 0.22  0.00
C: 1.59 -1.40 -0.09  0.17
N: 1.17 -0.20 -0.01  0.01
O: -1.49 -0.18 -0.09  -0.47
P: -2.93 -0.03 0.04  0.72
H: 1.76 1.57 1.07  0.10
H: 3.08 0.62 0.19  0.13
H: 2.08 1.73 -0.52  0.08
H: 2.58 -1.65 -0.17  0.09
H: 0.92 -2.22 -0.02  0.11
H: 0.08 -0.22 -0.05  0.09
H: -3.65 -0.56 1.07  -0.03
H: -3.43 1.30 0.38  0.00
H: -3.84 -0.21 -1.05  0.00



The following is a DFT calculation (ωB97M-V/def2-TZVPD) of a cluster of 2 separate species, C2H9NOS in total.

Calculated values
- Energy above the lowest of the compared OMol25 structures with the same formula, charge and spin: 35.8 kJ/mol
- SMILES string: NCO.CS
- Max |F|: 0.91 eV/Å
- Total energy: -16592.2947 eV
- Total charge: 0
- LUMO energy: 0.85 eV
- Frontier orbital gap: 9.85 eV

Last column: Löwdin charge in e.
Geometry (Å):
N: -0.88 -0.20 -1.45  0.02
C: -1.87 0.12 -0.49  -0.36
O: -2.33 1.47 -0.69  -0.09
H: -0.04 0.34 -1.30  0.03
H: -1.27 -0.06 -2.38  0.07
H: -1.45 0.04 0.52  0.11
H: -2.73 -0.54 -0.60  0.11
H: -2.99 1.70 -0.03  0.07
C: 2.44 -0.10 1.35  -0.49
S: 2.28 -1.01 -0.21  0.63
H: 2.24 -0.78 2.18  0.03
H: 1.71 0.69 1.43  0.02
H: 3.45 0.25 1.46  0.02
H: 1.43 -1.94 0.20  -0.16



The following is a DFT calculation (ωB97M-V/def2-TZVPD) of a cluster of 2 separate species, C2H9NOS2 in total.

Calculated values
- Energy above the lowest of the compared OMol25 structures with the same formula, charge and spin: 47.9 kJ/mol
- SMILES string: NCCSS.O
- Max |F|: 1.83 eV/Å
- Total energy: -27427.5971 eV
- Total charge: 0
- LUMO energy: 0.68 eV
- Frontier orbital gap: 8.72 eV

Last column: Löwdin charge in e.
Geometry (Å):
N: -0.70 -0.18 -1.57  -0.01
C: -0.96 -0.94 -0.31  -0.32
C: 0.05 -0.45 0.75  -0.60
S: -0.07 -1.55 2.17  0.41
S: 1.56 -1.14 3.34  0.29
H: -1.37 0.57 -1.69  0.07
H: -0.71 -0.84 -2.32  0.06
H: -1.95 -0.63 0.02  0.11
H: -0.79 -2.00 -0.48  0.10
H: 1.02 -0.42 0.26  0.07
H: -0.25 0.56 1.02  0.07
H: 2.22 -0.47 2.37  -0.19
O: 0.46 2.65 -0.88  -0.08
H: 0.37 1.77 -1.29  0.00
H: 1.11 3.10 -1.40  0.02



The following is a DFT calculation (ωB97M-V/def2-TZVPD) of a structure of composition C2H9NP3.

Calculated values
- Energy above the lowest of the compared OMol25 structures with the same formula, charge and spin: 55.7 kJ/mol
- Max |F|: 4.16 eV/Å
- Total energy: -31567.5786 eV
- Total charge: +1
- LUMO energy: -5.12 eV
- Frontier orbital gap: 8.66 eV

Last column: Löwdin charge in e.
Geometry (Å):
C: 0.39 0.29 -1.60  -0.24
C: 0.93 0.96 1.45  -0.22
N: -1.48 0.67 0.38  -0.58
P: -2.83 -0.02 0.15  0.87
P: 1.18 -2.13 0.39  0.71
P: 0.06 -0.06 0.16  0.60
H: 0.72 1.32 -1.77  0.06
H: -0.58 0.17 -2.28  0.11
H: 0.98 -0.45 -1.99  -0.02
H: 1.51 1.83 1.01  0.09
H: 1.64 0.15 1.81  0.02
H: 0.26 1.37 2.14  0.01
H: -3.51 1.13 0.06  -0.14
H: 0.71 -2.65 -0.92  -0.10
H: 0.02 -2.59 1.02  -0.16



The following is a DFT calculation (ωB97M-V/def2-TZVPD) of a cluster of 2 separate species, C2H9NS in total.

Calculated values
- Energy above the lowest of the compared OMol25 structures with the same formula, charge and spin: 73.8 kJ/mol
- SMILES string: CSC.N
- Max |F|: 3.22 eV/Å
- Total energy: -14544.5287 eV
- Total charge: 0
- LUMO energy: 0.86 eV
- Frontier orbital gap: 9.34 eV

Last column: Löwdin charge in e.
Geometry (Å):
C: -0.73 -1.40 -2.15  -0.51
S: -1.21 -2.49 -0.88  0.75
C: 0.39 -2.60 -0.04  -0.46
H: -0.50 -1.89 -3.10  0.03
H: -1.46 -0.60 -2.35  0.04
H: 0.17 -0.81 -1.96  0.04
H: 0.66 -1.66 0.52  0.04
H: 1.22 -2.41 -0.73  0.03
H: 0.65 -3.35 0.70  0.03
N: 0.34 4.46 2.66  0.01
H: 0.79 4.32 1.76  0.00
H: 0.24 3.59 3.15  0.00
H: -0.55 4.85 2.40  0.00



The following is a DFT calculation (ωB97M-V/def2-TZVPD) of a cluster of 3 separate species, C2H9NS in total.

Calculated values
- Energy above the lowest of the compared OMol25 structures with the same formula, charge and spin: 209.2 kJ/mol
- SMILES string: [H][H].C1CS1.N
- Max |F|: 3.30 eV/Å
- Total energy: -14543.1256 eV
- Total charge: 0
- LUMO energy: 1.01 eV
- Frontier orbital gap: 9.92 eV

Last column: Löwdin charge in e.
Geometry (Å):
H: -1.99 0.31 -4.42  0.01
H: -2.40 0.37 -3.80  0.00
C: -0.68 -0.40 0.93  -0.40
C: -1.60 0.55 0.24  -0.55
S: 0.08 0.96 -0.06  0.76
H: -0.19 -0.40 1.88  0.05
H: -0.47 -1.32 0.39  0.06
H: -2.35 0.96 0.89  0.08
H: -2.11 0.22 -0.65  0.05
N: 2.88 -0.26 1.39  0.02
H: 3.79 0.04 1.07  0.01
H: 2.19 0.23 0.86  -0.10
H: 2.85 -1.26 1.28  0.00



The following is a DFT calculation (ωB97M-V/def2-TZVPD) of a cluster of 2 separate species, C2H9NS2 in total.

Calculated values
- Energy above the lowest of the compared OMol25 structures with the same formula, charge and spin: 123.5 kJ/mol
- SMILES string: CNC.SS
- Max |F|: 2.48 eV/Å
- Total energy: -25379.4338 eV
- Total charge: 0
- LUMO energy: -0.10 eV
- Frontier orbital gap: 9.30 eV

Last column: Löwdin charge in e.
Geometry (Å):
C: -2.34 0.78 0.41  -0.15
N: -1.06 0.03 0.19  -0.16
C: -0.98 -0.19 -1.29  -0.16
H: -2.96 0.85 -0.49  0.07
H: -2.17 1.79 0.85  0.08
H: -2.91 0.20 1.14  0.06
H: -0.32 0.71 0.36  0.07
H: -1.25 0.67 -1.93  0.07
H: 0.06 -0.44 -1.54  0.07
H: -1.59 -1.04 -1.58  0.07
S: 4.63 -1.72 0.49  0.24
S: 3.75 0.24 0.83  0.22
H: 4.69 -1.76 1.83  -0.23
H: 2.45 -0.13 0.75  -0.23



The following is a DFT calculation (ωB97M-V/def2-TZVPD) of a cluster of 2 separate species, C2H9O2 in total.

Calculated values
- Energy above the lowest of the compared OMol25 structures with the same formula, charge and spin: 100.2 kJ/mol
- Max |F|: 3.40 eV/Å
- Total energy: -6306.5484 eV
- Total charge: +1
- LUMO energy: -3.79 eV
- Frontier orbital gap: 12.49 eV

Last column: Löwdin charge in e.
Geometry (Å):
O: 1.71 1.82 -0.16  0.05
H: 0.11 -0.34 -1.70  0.18
H: 2.52 1.56 0.34  0.14
H: 1.99 2.49 -0.83  0.14
C: -0.40 -0.28 0.46  -0.15
O: 0.40 -0.04 -0.81  0.02
C: -1.42 -1.42 0.36  -0.06
H: -0.92 0.77 0.83  0.19
H: 0.25 -0.62 1.24  0.11
H: 1.08 0.86 -0.88  0.12
H: -1.20 -2.34 0.85  0.08
H: -1.84 -1.45 -0.63  0.08
H: -2.28 -1.00 0.93  0.10



The following is a DFT calculation (ωB97M-V/def2-TZVPD) of a cluster of 3 separate species, C2H9O3 in total.

Calculated values
- Energy above the lowest of the compared OMol25 structures with the same formula, charge and spin: 28.8 kJ/mol
- Max |F|: 1.06 eV/Å
- Total energy: -8363.0270 eV
- Total charge: -1
- LUMO energy: 4.32 eV
- Frontier orbital gap: 8.43 eV

Last column: Löwdin charge in e.
Geometry (Å):
C: -1.35 -0.41 -1.03  -0.40
O: -1.46 -1.06 0.20  -0.16
C: -1.26 1.12 -0.89  -0.12
H: -0.45 -0.73 -1.58  0.10
H: -2.21 -0.64 -1.68  0.09
H: -0.39 1.36 -0.29  0.05
H: -1.27 1.59 -1.88  0.05
H: -2.17 1.51 -0.42  0.06
H: 2.64 0.01 1.32  -0.02
H: 3.49 -1.20 1.30  0.00
O: 3.59 -0.25 1.28  -0.13
H: 0.63 0.08 1.81  -0.09
H: -0.60 -0.76 0.68  -0.02
O: 0.81 -0.62 1.18  -0.41



The following is a DFT calculation (ωB97M-V/def2-TZVPD) of a structure of composition C2HAuO3.

Calculated values
- 2S+1: 4
- Energy above the lowest of the compared OMol25 structures with the same formula, charge and spin: 236.3 kJ/mol
- Max |F|: 13.10 eV/Å
- Total energy: -11868.2214 eV
- Total charge: +3
- LUMO energy (spin up / spin down): -18.26 / -21.74 eV
- Frontier orbital gap (spin up / spin down): 7.92 / 5.31 eV

Last column: Mulliken spin population.
Geometry (Å):
O: 0.47 -1.25 0.17  0.21
H: 1.20 -1.80 -0.20  0.00
O: -0.24 0.90 -0.09  0.17
O: -1.45 0.36 0.34  0.75
C: 0.64 -0.02 -0.25  0.25
C: 2.04 0.32 -0.21  0.57
Au: -2.66 1.49 0.23  1.05



The following is a DFT calculation (ωB97M-V/def2-TZVPD) of a structure of composition C2HBr2Cl3.

Calculated values
- Energy above the lowest of the compared OMol25 structures with the same formula, charge and spin: 77.6 kJ/mol
- Max |F|: 2.23 eV/Å
- Total energy: -179741.4179 eV
- Total charge: 0
- LUMO energy: 0.02 eV
- Frontier orbital gap: 10.27 eV

Last column: Löwdin charge in e.
Geometry (Å):
Cl: 0.53 0.08 1.95  0.50
Cl: 1.47 1.27 -0.63  0.53
Cl: -0.99 -0.01 -2.08  0.52
Br: 1.28 -2.00 -0.24  0.70
Br: -1.27 1.79 0.42  0.66
C: 0.06 -0.66 0.39  -1.32
C: -0.15 0.50 -0.50  -1.64
H: -0.94 -0.97 0.70  0.05



The following is a DFT calculation (ωB97M-V/def2-TZVPD) of a structure of composition C2HBr2FO.

Calculated values
- Energy above the lowest of the compared OMol25 structures with the same formula, charge and spin: 308.9 kJ/mol
- Max |F|: 5.94 eV/Å
- Total energy: -146936.3080 eV
- Total charge: 0
- LUMO energy: -1.40 eV
- Frontier orbital gap: 8.11 eV

Last column: Löwdin charge in e.
Geometry (Å):
C: 1.99 -0.18 1.79  -0.23
C: -0.76 -0.06 0.80  -1.07
O: 1.25 -0.83 2.46  0.08
F: 3.13 0.42 2.43  -0.04
Br: -1.87 1.44 0.90  0.57
Br: -1.79 -1.59 0.54  0.59
H: 2.21 0.13 0.84  0.11



The following is a DFT calculation (ωB97M-V/def2-TZVPD) of a structure of composition C2HBr2FO.

Calculated values
- Energy above the lowest of the compared OMol25 structures with the same formula, charge and spin: 21.8 kJ/mol
- Max |F|: 0.85 eV/Å
- Total energy: -146939.2834 eV
- Total charge: 0
- LUMO energy: 0.33 eV
- Frontier orbital gap: 10.90 eV

Last column: Löwdin charge in e.
Geometry (Å):
C: -1.75 -1.28 -0.45  0.03
C: 0.47 0.64 0.37  -1.22
O: -1.34 -2.07 -1.13  0.06
F: 0.39 0.82 1.69  -0.10
Br: 1.83 -0.70 0.00  0.63
Br: 0.90 2.32 -0.48  0.65
H: -0.50 0.27 0.00  -0.05



The following is a DFT calculation (ωB97M-V/def2-TZVPD) of a cluster of 2 separate species, C2HBr2FO in total.

Calculated values
- Energy above the lowest of the compared OMol25 structures with the same formula, charge and spin: 40.7 kJ/mol
- Max |F|: 2.47 eV/Å
- Total energy: -146939.0873 eV
- Total charge: 0
- LUMO energy: 0.12 eV
- Frontier orbital gap: 11.00 eV

Last column: Löwdin charge in e.
Geometry (Å):
C: -1.92 1.02 -1.89  -0.06
C: 1.00 -0.33 0.75  -1.19
O: -2.82 0.49 -1.43  -0.01
F: 0.23 -1.40 0.92  -0.13
Br: -0.17 1.18 0.66  0.72
Br: 2.21 -0.76 -0.72  0.65
H: 1.47 -0.20 1.70  0.02



The following is a DFT calculation (ωB97M-V/def2-TZVPD) of a cluster of 2 separate species, C2HBrClF in total.

Calculated values
- Energy above the lowest of the compared OMol25 structures with the same formula, charge and spin: 7.1 kJ/mol
- SMILES string: ClC#CBr.F
- Max |F|: 4.81 eV/Å
- Total energy: -87369.8163 eV
- Total charge: 0
- LUMO energy: 0.66 eV
- Frontier orbital gap: 10.32 eV

Last column: Löwdin charge in e.
Geometry (Å):
Cl: 0.74 2.01 0.02  0.68
C: -0.63 1.08 -0.10  -0.70
C: -1.70 0.53 -0.02  -0.72
Br: -3.23 -0.44 0.04  0.74
F: 2.39 -1.16 0.03  -0.01
H: 2.44 -2.02 0.04  0.01



The following is a DFT calculation (ωB97M-V/def2-TZVPD) of a cluster of 2 separate species, C2HBrClF in total.

Calculated values
- Energy above the lowest of the compared OMol25 structures with the same formula, charge and spin: 31.8 kJ/mol
- SMILES string: ClC#CBr.F
- Max |F|: 4.46 eV/Å
- Total energy: -87369.5600 eV
- Total charge: 0
- LUMO energy: 0.33 eV
- Frontier orbital gap: 9.93 eV

Last column: Löwdin charge in e.
Geometry (Å):
Cl: 0.66 3.03 -0.10  0.65
C: -0.10 1.52 -0.14  -0.66
C: -0.81 0.57 0.07  -0.77
Br: -1.87 -0.83 -0.07  0.79
F: 1.28 -1.68 0.22  -0.18
H: 0.84 -2.60 0.03  0.17



The following is a DFT calculation (ωB97M-V/def2-TZVPD) of a cluster of 2 separate species, C2HBrF4O2S in total.

Calculated values
- Energy above the lowest of the compared OMol25 structures with the same formula, charge and spin: 599.3 kJ/mol
- Max |F|: 3.69 eV/Å
- Total energy: -97924.8543 eV
- Total charge: 0
- LUMO energy (spin up / spin down): -0.94 / -0.93 eV
- Frontier orbital gap (spin up / spin down): 8.48 / 8.49 eV

Last column: Löwdin charge in e.
Geometry (Å):
C: -0.27 -0.03 0.52  -0.27
C: 2.10 0.07 1.01  -0.86
O: -2.38 1.31 0.00  -0.41
O: -0.29 2.45 -0.34  -0.29
F: -0.67 -0.97 1.38  -0.02
F: 2.33 -1.08 1.63  0.05
F: 2.21 1.07 1.87  0.03
F: 0.86 3.02 0.18  -0.09
S: -1.20 1.56 0.78  0.97
Br: 3.07 0.30 -0.59  0.80
H: -0.24 -0.39 -0.51  0.10



The following is a DFT calculation (ωB97M-V/def2-TZVPD) of a cluster of 2 separate species, C2HBrFN in total.

Calculated values
- Energy above the lowest of the compared OMol25 structures with the same formula, charge and spin: 240.7 kJ/mol
- Max |F|: 5.29 eV/Å
- Total energy: -76336.3513 eV
- Total charge: 0
- LUMO energy (spin up / spin down): -1.46 / -3.98 eV
- Frontier orbital gap (spin up / spin down): 10.28 / 5.62 eV

Last column: Löwdin charge in e.
Geometry (Å):
C: -1.06 0.81 0.61  -0.23
C: -0.30 -0.04 -0.07  -0.18
N: -1.66 1.60 1.25  0.18
F: -0.15 0.14 -1.37  0.04
Br: 3.38 -1.35 -0.69  0.04
H: -0.20 -1.16 0.28  0.15



The following is a DFT calculation (ωB97M-V/def2-TZVPD) of a cluster of 2 separate species, C2HBrIN in total.

Calculated values
- Energy above the lowest of the compared OMol25 structures with the same formula, charge and spin: 190.7 kJ/mol
- Max |F|: 3.83 eV/Å
- Total energy: -81720.2994 eV
- Total charge: 0
- LUMO energy (spin up / spin down): -1.81 / -3.38 eV
- Frontier orbital gap (spin up / spin down): 8.65 / 6.07 eV

Last column: Löwdin charge in e.
Geometry (Å):
C: 0.67 -0.55 -1.53  -0.38
C: 0.63 -1.67 -0.77  -0.55
N: 1.03 0.27 -2.24  0.17
Br: -0.86 -2.56 0.02  0.70
I: 4.04 0.15 -0.01  0.09
H: 1.53 -2.01 -0.47  -0.04



The following is a DFT calculation (ωB97M-V/def2-TZVPD) of a structure of composition C2HCdFO.

Calculated values
- Energy above the lowest of the compared OMol25 structures with the same formula, charge and spin: 70.3 kJ/mol
- Max |F|: 4.25 eV/Å
- Total energy: -11414.5984 eV
- Total charge: 0
- LUMO energy: -1.66 eV
- Frontier orbital gap: 7.37 eV

Last column: Löwdin charge in e.
Geometry (Å):
H: 1.05 -2.41 -0.02  0.14
O: 1.47 -1.51 -0.15  0.00
C: -0.15 0.26 0.40  -0.29
C: 0.58 -0.74 0.42  -0.41
Cd: -0.60 1.98 -0.53  1.28
F: -2.35 2.43 -0.12  -0.72